[1]
ORCA calculation (ωB97M-V/def2-TZVPD) on a structure of composition C20H23BF10N5O5S4Tm at a distorted geometry.

Net charge: 0
2S+1: 3
Energy relative to the best compared isomer or geometry (same formula, charge and spin) in kcal/mol: 0.00

XYZ file:
```
69
Properties=species:S:1:pos:R:3:forces:R:3:mulliken_charge:R:1
Tm 0.1340 -0.1116 0.0162 1.356 -2.215 -1.320 -0.1879
S 0.3704 -2.8253 -0.4293 0.170 0.252 0.135 -0.4955
C -1.2598 -2.8514 0.1347 -0.183 0.019 -0.183 0.7835
C -1.8921 -4.0359 0.5461 -0.046 0.039 0.034 -1.0741
C -3.2206 -4.0049 0.8962 0.031 0.021 -0.028 -0.3240
C -3.9056 -2.7915 0.8432 -0.022 0.055 -0.006 -1.3426
C -3.2112 -1.6644 0.4661 -0.036 0.062 0.059 -0.2722
N -1.9148 -1.6702 0.1179 -0.015 -0.279 -0.015 0.5528
H -1.3088 -4.9451 0.5676 -0.036 -0.025 -0.006 0.4990
H -3.7341 -4.9084 1.2005 0.034 -0.015 0.010 0.4025
H -4.9538 -2.7176 1.0951 0.010 -0.002 0.015 0.4703
H -3.7086 -0.7053 0.4326 -0.005 -0.006 0.000 0.6872
F 0.9263 1.6173 2.2984 0.081 0.431 0.517 -0.1723
C 0.4080 1.3880 3.5190 -0.015 -0.207 -0.285 0.6929
F 1.3205 0.7910 4.2721 -0.099 -0.093 -0.061 -0.2446
F 0.0755 2.5364 4.0801 -0.090 0.010 0.012 -0.2400
S -1.0576 0.2774 3.2123 0.621 0.334 0.555 1.0127
O -0.5313 -0.5397 2.1245 -0.135 -0.135 0.448 -0.5125
O -1.3660 -0.3689 4.4342 -0.175 -0.034 0.025 -0.6493
N -2.1975 1.2584 2.7625 -0.089 -0.092 -0.320 -0.6512
S -2.3463 1.7704 1.2871 -0.764 0.420 0.530 1.3462
O -1.1579 1.5022 0.4833 -0.642 1.042 -0.190 0.1512
O -3.5924 1.4620 0.6694 -0.068 0.030 0.013 -0.8031
C -2.3870 3.6108 1.5066 0.153 -0.173 0.010 0.5183
F -1.3446 4.0228 2.2043 -0.055 0.026 -0.049 -0.1667
F -3.5072 3.9296 2.1443 0.059 -0.007 -0.019 -0.2041
F -2.3869 4.1710 0.3045 0.016 0.000 0.013 -0.1973
C 4.4508 1.2453 2.7150 -0.016 0.100 0.158 -1.0128
N 4.4829 1.0145 1.2867 0.057 -0.295 -0.200 0.1570
C 5.2771 1.7003 0.3925 0.063 0.044 -0.028 -0.7427
C 4.9497 1.2869 -0.8398 0.051 0.036 0.000 -0.4094
N 3.9395 0.3391 -0.6984 0.092 0.199 0.248 0.8123
C 3.6522 0.1815 0.6278 0.120 0.127 0.008 0.1789
S 2.5574 -0.8882 1.3336 -0.190 -0.166 -0.090 -0.3716
C 3.3841 -0.3456 -1.8040 -0.125 -0.156 -0.194 -0.4631
C 4.2669 -0.7934 -2.7830 0.035 0.047 0.115 -0.8705
C 3.7582 -1.3930 -3.9169 -0.107 0.010 0.034 -0.6702
C 2.3837 -1.5225 -4.0334 0.086 -0.018 -0.073 -1.0523
C 1.5903 -1.0712 -2.9980 -0.015 -0.037 0.027 -0.3216
N 2.0658 -0.4956 -1.8875 0.002 0.043 0.024 0.8733
H 5.4599 1.4539 3.0638 0.006 -0.021 -0.018 0.3643
H 4.0632 0.3594 3.2085 0.017 -0.024 -0.012 0.3897
H 3.8026 2.0935 2.9355 0.007 -0.015 -0.049 0.2994
H 5.9761 2.4530 0.7101 -0.031 -0.014 0.008 0.4840
H 5.2971 1.6146 -1.8017 -0.038 -0.012 -0.012 0.5134
H 5.3312 -0.6814 -2.6339 0.001 -0.010 0.012 0.6182
H 4.4214 -1.7594 -4.6887 0.009 0.012 0.000 0.4253
H 1.9336 -1.9783 -4.9040 -0.031 0.013 0.021 0.4912
H 0.5168 -1.1608 -3.0487 -0.031 -0.051 0.007 0.4072
C -0.4227 2.3412 -2.6275 -0.164 -0.224 0.088 -0.7214
C -1.6188 1.4374 -2.8307 0.209 0.240 -0.138 -0.5559
O -1.3697 0.1062 -2.3397 0.176 0.159 -0.027 0.2051
C -2.4277 -0.7722 -2.7782 -0.112 -0.183 0.001 -0.2563
C -1.9139 -2.1267 -3.2226 0.044 0.172 0.047 -1.2578
H -0.5518 3.2497 -3.2149 -0.004 0.000 -0.026 0.5618
H 0.4951 1.8483 -2.9516 0.026 0.055 0.000 0.1290
H -0.3267 2.6409 -1.5903 0.092 0.058 0.045 -0.1246
H -1.8313 1.3564 -3.9010 -0.053 -0.007 0.027 0.5813
H -2.5037 1.8484 -2.3330 -0.031 -0.067 -0.011 0.3062
H -2.9278 -0.2928 -3.6223 -0.041 0.032 0.051 0.5809
H -3.1573 -0.8777 -1.9775 0.012 0.050 0.046 0.1109
H -1.3966 -2.0488 -4.1814 0.014 -0.028 0.006 0.3469
H -2.7605 -2.8038 -3.3452 0.002 0.007 -0.031 0.4015
H -1.2356 -2.5585 -2.4901 0.015 -0.040 0.036 0.1625
F 1.4629 1.6182 -0.3195 -0.020 0.609 0.228 0.5359
B 1.8718 3.0998 -0.0975 -0.036 -0.185 -0.147 0.1586
F 2.3891 3.4897 -1.3081 -0.044 0.010 -0.020 -0.2906
F 2.8252 3.0806 0.9001 -0.210 0.098 -0.011 -0.2705
F 0.7167 3.7512 0.2619 0.110 -0.027 -0.044 -0.2825
```
Positions in Å, forces in eV/Å.

***

[2]
ORCA calculation (ωB97M-V/def2-TZVPD) on a structure of composition C20H23BaBrF6INO2 at a distorted geometry.

Net charge: +2
E_tot in hartree: -4476.80447

XYZ file:
```
55
Properties=species:S:1:pos:R:3:forces:R:3:mulliken_charge:R:1
C -1.2672 2.8698 -1.8792 1.495 -1.090 -0.985 -1.2228
C -1.7811 1.4479 -2.0025 -0.175 0.135 -0.499 -1.0326
O -1.2955 0.4266 -1.2027 -0.629 0.329 0.871 -0.6150
C -0.3260 0.5488 -0.1578 0.300 -1.403 -0.625 1.5718
C 0.9974 1.0018 -0.8433 0.155 0.672 0.752 -0.8770
C 2.2038 0.0573 -0.8266 0.644 0.288 -0.919 -0.9662
C 2.6852 -0.2287 -2.2667 -0.395 -0.671 0.398 -1.8400
C 1.8933 -1.3845 -2.8219 -0.155 0.208 -0.444 0.5637
C 2.0920 -2.6776 -2.3307 -0.355 0.097 -0.251 -0.1754
C 1.3365 -3.7455 -2.8047 -0.011 0.697 -0.047 -0.6679
C 0.3595 -3.5150 -3.7696 0.252 0.172 0.161 -0.5360
C 0.1618 -2.2334 -4.2690 0.060 -0.051 0.190 -0.7762
C 0.9232 -1.1637 -3.8020 0.039 -0.802 0.372 -0.1748
N -0.2583 -0.8198 0.3137 0.247 0.358 -0.221 -0.1429
C 0.3135 -0.9443 1.5701 -0.178 0.366 -0.968 -0.2732
O 0.7872 -1.9587 1.9508 0.606 -0.851 0.727 -0.5645
C 0.2161 0.4098 2.2556 -0.156 0.671 0.576 -1.2693
I 2.2270 1.3498 2.3617 -0.231 -0.868 -0.046 0.3546
C -0.2631 0.3808 3.7512 0.231 -0.898 0.237 0.8847
F 0.2879 1.4265 4.4621 0.026 0.548 -0.066 -0.4078
C 0.0453 -0.9091 4.5058 -0.050 0.518 0.493 -0.6727
C 1.4868 -1.1033 4.9553 -0.268 -0.677 -0.146 -1.2360
C -0.7510 1.1436 1.2262 0.369 0.949 0.926 0.7927
Br -0.3832 3.0611 1.5096 -0.748 0.970 -1.078 0.0128
C -2.2469 0.9471 1.7234 0.176 0.758 -1.249 0.4597
F -2.5092 1.8260 2.7049 0.076 0.194 0.497 -0.3187
F -2.4258 -0.2785 2.1875 -0.118 -0.673 -0.101 -0.2706
C -3.4876 1.1874 0.7829 -0.630 -0.489 1.174 0.2643
F -3.6694 0.3076 -0.1430 0.177 -0.334 -0.863 -0.1522
F -4.5340 1.1542 1.5736 -0.460 0.100 0.288 -0.2313
F -3.5422 2.4700 0.2198 0.737 0.285 -0.396 -0.2020
H -1.7432 3.4528 -2.7167 0.275 -0.649 0.181 0.7432
H -0.1959 3.0071 -2.0346 0.154 -0.193 0.163 0.2787
H -1.5157 3.4150 -0.9447 4.889 -7.713 -1.136 0.1306
H -2.8667 1.4863 -1.9116 -0.188 -0.074 0.127 0.5881
H -1.6294 1.1882 -3.0492 0.278 -0.174 -0.199 0.5886
H 1.3079 1.9581 -0.4279 0.112 0.135 0.205 0.4387
H 0.7930 1.2242 -1.8819 -0.345 -0.279 -0.264 0.5850
H 3.0296 0.5094 -0.3025 0.072 0.226 0.330 0.5182
H 2.0413 -0.9083 -0.3711 -0.164 -0.070 0.347 0.3477
H 2.5683 0.6426 -2.9014 0.088 0.240 -0.115 0.5142
H 3.7369 -0.4826 -2.2370 0.278 -0.037 -0.036 0.4695
H 2.8378 -2.8431 -1.5701 0.221 -0.084 0.118 0.4391
H 1.5174 -4.7293 -2.4147 -0.026 -0.299 0.041 0.4327
H -0.2352 -4.3361 -4.1254 -0.146 -0.161 -0.160 0.4366
H -0.5899 -2.0765 -5.0242 -0.122 0.062 -0.163 0.4125
H 0.7677 -0.1735 -4.1961 0.036 0.258 -0.173 0.5011
H 0.0783 -1.4879 -0.3708 -0.243 -0.254 -0.072 0.3220
H -1.3240 0.5345 3.8573 -0.088 -0.010 -0.313 0.2852
H -0.3391 -1.7625 3.9696 -0.007 -0.243 -0.215 0.4455
H -0.5749 -0.8323 5.3935 -0.148 0.085 0.221 0.4724
H 1.9892 -0.1829 5.2086 0.121 0.276 -0.052 0.2868
H 1.4749 -1.7136 5.8492 0.038 -0.113 0.249 0.4232
H 2.0347 -1.6779 4.2200 0.335 0.169 -0.237 0.2400
Ba -2.4391 4.7341 -0.9529 -6.450 9.391 2.396 1.8213
```
Positions in Å, forces in eV/Å.

***

[3]
ORCA calculation (ωB97M-V/def2-TZVPD) on a structure of composition C20H23Br2O2PSiTl.

Net charge: +1
Energy relative to the best compared isomer or geometry (same formula, charge and spin) in kcal/mol: 10.56

XYZ file:
```
50
Properties=species:S:1:pos:R:3:forces:R:3:mulliken_charge:R:1
Tl 1.1192 0.5655 -1.3061 0.023 0.021 0.962 1.0866
Br 0.3945 -0.3801 -4.2846 -0.006 -0.032 -0.037 -0.0857
C 2.2723 -0.5269 -4.6932 -0.048 0.099 -0.012 -0.5066
Br 3.3604 0.2697 -3.3144 -0.036 0.060 0.174 0.0025
H 2.4557 0.0193 -5.6066 0.010 0.004 -0.092 0.3995
H 2.5363 -1.5708 -4.7701 0.001 -0.087 -0.019 0.3910
O 3.6190 0.8864 2.0849 -0.029 0.122 -0.139 -0.5939
C 3.1487 0.4629 1.0578 -0.004 -0.126 0.002 0.4201
O 2.8049 1.1356 0.0067 0.201 0.260 -0.055 -0.6236
C 2.9412 -1.0706 0.9418 0.097 -0.048 0.096 -0.6793
P 1.3608 -1.4839 0.2103 -0.183 0.147 -0.400 0.5713
C 0.0584 -1.1750 1.3958 -0.088 0.013 0.072 0.5072
C 0.2682 -0.3108 2.4719 0.017 -0.057 -0.010 -0.2836
C -0.7964 0.0019 3.3053 0.008 0.037 0.014 -0.8465
C -2.0541 -0.5311 3.0635 -0.003 -0.019 -0.023 -0.4690
C -2.2604 -1.3950 1.9923 0.030 0.019 0.010 -0.7500
C -1.2085 -1.7139 1.1517 0.015 -0.007 0.035 -0.5305
C 1.2775 -3.1752 -0.3565 -0.023 -0.031 -0.112 0.3589
C 1.1418 -3.4680 -1.7114 0.025 -0.111 0.107 0.1193
C 1.0824 -4.7916 -2.1253 0.003 0.047 -0.001 -0.6330
C 1.1589 -5.8114 -1.1879 0.001 0.001 -0.018 -0.4737
C 1.2957 -5.5186 0.1639 0.007 0.017 0.043 -0.7009
C 1.3524 -4.2016 0.5877 0.004 -0.004 -0.029 -0.2018
H 3.0293 -1.5169 1.9312 0.036 -0.073 0.009 0.4375
H 3.7264 -1.4646 0.2942 -0.008 -0.075 -0.029 0.4631
H 1.2473 0.1096 2.6733 -0.047 0.015 0.005 0.3230
H -0.6376 0.6667 4.1448 -0.007 -0.026 -0.029 0.4689
H -2.8807 -0.2745 3.7134 0.018 -0.019 -0.002 0.4425
H -3.2398 -1.8201 1.8167 0.014 0.017 -0.005 0.4223
H -1.3636 -2.3899 0.3171 -0.008 0.024 0.032 0.4122
H 1.0727 -2.6660 -2.4338 -0.021 0.045 -0.061 0.0397
H 0.9723 -5.0263 -3.1760 -0.005 0.004 0.021 0.4288
H 1.1079 -6.8431 -1.5106 0.008 0.019 0.006 0.4022
H 1.3559 -6.3185 0.8896 -0.005 0.005 -0.009 0.4224
H 1.4492 -3.9724 1.6434 -0.016 -0.020 -0.033 0.4050
C -3.0959 4.8520 -1.4723 -0.134 0.091 -0.118 -0.9471
Si -2.1228 4.2705 -0.0093 0.125 -0.166 -0.063 0.0659
C -3.1170 3.2936 1.2187 -0.156 -0.002 0.171 -0.9214
C -1.1530 5.6357 0.7745 0.070 0.191 0.090 -0.9394
C -0.8930 3.0331 -0.6797 0.418 -0.294 -0.242 0.6951
C -0.0927 2.2275 -1.1160 -0.281 0.013 -0.273 -0.8988
H -3.8439 5.5929 -1.1783 0.025 -0.032 -0.014 0.3249
H -3.6111 4.0263 -1.9668 0.008 0.026 0.007 0.3064
H -2.4257 5.3203 -2.1968 -0.052 -0.011 -0.006 0.3081
H -4.0645 3.7884 1.4515 0.069 -0.034 0.004 0.3618
H -2.5559 3.1847 2.1512 -0.044 -0.041 -0.049 0.2647
H -3.3372 2.2961 0.8318 -0.032 0.044 0.022 0.2885
H -1.8244 6.3785 1.2160 0.057 -0.039 -0.020 0.3273
H -0.5321 6.1429 0.0318 -0.023 -0.014 0.057 0.3009
H -0.4990 5.2565 1.5631 -0.030 0.027 -0.035 0.3173
```
Positions in Å, forces in eV/Å.

***

[4]
ORCA calculation (ωB97M-V/def2-TZVPD) on a cluster of 3 separate species, C20H23BrClF17N4O4P in total at a distorted geometry.

Net charge: +1
E_tot in hartree: -6368.90335

XYZ file:
```
71
Properties=species:S:1:pos:R:3:forces:R:3:mulliken_charge:R:1
N -5.1349 -0.8166 -0.9727 -0.001 0.086 -0.065 -0.5895
C -4.0269 -0.8535 -0.3855 -0.162 -0.119 0.293 -0.2989
C -2.8478 -0.0876 -0.9465 -0.442 0.065 0.540 -0.3826
C -1.9127 0.3150 0.1298 0.183 -0.075 -0.444 0.0702
N -2.2943 0.8703 1.2840 0.687 0.046 0.417 0.4610
F -3.5601 1.1740 1.5816 -0.128 -0.039 -0.230 -0.2130
C -1.2495 1.1254 2.1494 0.480 -0.247 -0.708 -0.3110
C -1.4377 1.7102 3.5029 -0.303 -0.684 -0.207 -0.9301
C -2.1743 0.7071 4.4178 0.364 0.050 -0.515 -0.4502
C -1.2318 -0.3802 4.9176 -0.299 -0.020 0.550 -0.7186
N -0.3315 0.0184 5.9905 0.182 -0.094 -0.538 -0.5197
C -0.1415 0.7053 1.4452 -0.571 0.176 0.173 0.4591
P 1.5149 0.8289 2.1914 0.008 0.225 0.442 0.1573
O 2.2231 -0.4845 1.5427 0.110 0.144 -0.155 -0.4805
Cl 2.3692 2.2963 1.0074 -0.103 0.042 -0.153 -0.2147
N -0.5802 0.2234 0.1988 -0.345 0.102 0.673 0.4695
C 0.3394 -0.3145 -0.7955 0.489 0.181 0.119 -0.7058
C 0.2994 0.4543 -2.0993 1.129 -0.417 0.250 0.5663
O -0.6722 0.8365 -2.6189 -1.420 0.661 -0.608 -0.3910
Br 2.0340 0.7520 -2.8547 0.096 -0.110 0.011 -0.0877
H -5.8099 -1.3903 -0.4704 -0.160 -0.052 -0.153 0.3015
H -3.8758 -1.4143 0.5387 0.174 -0.140 0.061 0.4389
H -3.2486 0.8178 -1.3930 0.066 0.087 -0.402 0.3490
H -2.3478 -0.6787 -1.7000 0.229 -0.001 -0.187 0.3430
H -0.4481 1.8808 3.9076 0.123 0.449 0.152 0.4464
H -1.9928 2.6340 3.3799 0.062 0.291 0.187 0.3417
H -2.9637 0.2257 3.8475 -0.363 0.041 0.048 0.4128
H -2.6230 1.2520 5.2403 -0.131 -0.015 0.201 0.3603
H -1.8330 -1.2139 5.2718 -0.153 -0.135 0.041 0.3055
H -0.6606 -0.7733 4.0792 0.246 -0.092 -0.081 0.2746
H -0.7421 0.7209 6.5861 0.026 0.057 0.145 0.2699
H 0.5502 0.3501 5.6287 0.080 0.144 0.168 0.2705
H 3.1179 -0.2366 1.2634 0.154 -0.402 0.043 0.3241
H 0.1931 -1.3787 -0.9476 -0.267 -0.162 -0.232 0.3789
H 1.3338 -0.2120 -0.3905 0.029 -0.057 0.174 0.2902
C 5.7613 4.3441 0.4380 -0.571 0.165 -0.231 -0.7765
C 6.4631 2.9845 0.5976 0.380 0.373 -0.162 0.9303
C 6.5630 2.4010 2.0087 -0.025 -0.230 0.099 0.1635
F 7.2945 3.1851 2.8160 -0.019 0.021 -0.041 -0.2277
F 7.1635 1.1892 1.9354 -0.051 0.037 -0.017 -0.2655
F 7.6781 3.0273 0.0251 -0.010 -0.062 0.060 -0.2666
F 5.7106 2.0835 -0.1105 -0.211 -0.071 0.072 -0.2993
O 6.5755 5.4898 0.3261 0.434 -0.318 0.154 -0.4105
C 7.0011 6.1831 1.4325 -0.355 0.055 -0.125 0.7958
C 8.5280 6.1806 1.5417 0.202 0.047 0.000 0.1907
F 8.9841 4.9169 1.6442 -0.025 0.002 0.022 -0.2195
F 8.8828 6.8568 2.6536 -0.010 0.006 0.003 -0.2488
F 6.4201 5.7346 2.5611 0.070 -0.038 0.014 -0.2862
F 6.6194 7.4659 1.2706 -0.016 0.075 0.033 -0.2990
H 5.2632 4.2828 -0.5289 0.050 -0.036 -0.042 0.4064
H 4.9728 4.4783 1.1801 0.137 -0.095 0.176 0.3918
H 5.5651 2.2670 2.4398 0.002 0.056 -0.007 0.1788
H 8.9708 6.6549 0.6638 -0.032 0.015 0.001 0.2528
C -5.6479 -4.0784 -4.8721 -0.235 0.397 -0.421 -0.7696
C -5.7830 -4.1860 -3.3441 -0.062 -0.522 -0.146 0.8132
C -4.5886 -3.7547 -2.4936 0.156 0.135 0.213 0.3218
F -3.5019 -4.5181 -2.7179 -0.039 0.004 -0.041 -0.2396
F -4.9109 -3.8855 -1.1771 -0.034 0.023 -0.063 -0.2881
F -6.1553 -5.4342 -3.0009 0.034 0.048 0.038 -0.2721
F -6.7935 -3.3425 -2.9860 0.042 0.173 0.006 -0.3216
O -5.3301 -5.2576 -5.5804 0.139 -0.241 0.502 -0.3862
C -4.0318 -5.6430 -5.7920 -0.186 0.268 -0.221 0.7950
C -3.7366 -6.9979 -5.1441 0.035 -0.202 0.037 0.1854
F -3.9357 -6.9314 -3.8121 0.026 0.025 -0.009 -0.2173
F -2.4423 -7.3122 -5.3658 0.006 0.007 -0.006 -0.2529
F -3.1529 -4.7014 -5.3913 0.021 -0.046 0.067 -0.2878
F -3.8686 -5.7999 -7.1199 0.065 -0.001 -0.071 -0.2952
H -6.6483 -3.8243 -5.2178 -0.046 -0.042 0.044 0.4491
H -5.0061 -3.2460 -5.1623 0.143 -0.040 0.167 0.3426
H -4.3358 -2.7072 -2.6768 -0.085 -0.001 -0.090 0.1535
H -4.3819 -7.7691 -5.5682 0.000 0.022 -0.025 0.2620
```
Positions in Å, forces in eV/Å.